The following is a quantum chemistry calculation of a cluster of 2 separate species, C16H17F3NO in total, from OMol25.

Atoms and positions in Å:
1 F -4.057 -3.748 -1.156
2 C -3.635 -2.472 -0.849
3 C -4.576 -1.600 -0.309
4 C -4.115 -0.318 -0.001
5 F -5.016 0.594 0.500
6 C -2.798 0.079 -0.167
7 C -1.861 -0.822 -0.723
8 C -0.519 -0.339 -0.957
9 C 0.597 -1.252 -1.041
10 C 1.792 -0.875 -1.708
11 C 2.899 -1.712 -1.689
12 C 2.861 -2.952 -1.029
13 C 1.686 -3.296 -0.364
14 F 1.607 -4.538 0.226
15 C 0.567 -2.472 -0.324
16 C -2.307 -2.125 -1.074
17 H -5.612 -1.885 -0.139
18 H -2.447 1.066 0.135
19 H -0.494 0.554 -1.596
20 H 1.826 0.091 -2.218
21 H 3.809 -1.404 -2.203
22 H 3.695 -3.649 -1.081
23 H -0.312 -2.772 0.247
24 H -1.622 -2.849 -1.506
25 C 2.141 4.118 2.158
26 C 1.000 3.287 1.612
27 O 0.544 3.938 0.422
28 C 1.438 1.872 1.320
29 N 0.395 1.082 0.572
30 H 2.617 3.612 3.008
31 H 2.901 4.283 1.382
32 H 1.785 5.092 2.512
33 H 0.191 3.253 2.355
34 H -0.332 3.581 0.206
35 H 2.338 1.939 0.685
36 H 1.684 1.366 2.263
37 H 0.776 1.143 -0.377
38 H 0.555 0.131 0.907

Cartesian forces (eV/Å) of the 3 atoms listed first:
0.71 1.65 0.29
-0.45 -1.01 -0.19
0.54 0.37 -0.08

The LUMO energy comes out at -6.43 eV. The charge is +1. The calculation puts the molecular weight at 296.31 g mol⁻¹. The maximum force comes out at 0.0694 Eh/bohr. The calculation puts the HOMO energy at -13.11 eV.